(1)
79
Properties=species:S:1:pos:R:3 method="wB97M-V/def2-TZVPD" charge=+4 homo_lumo_gap_ha="0.27908 / 0.26249" lumo_energy_ev="-11.98 / -12.52" e_homo_ev="-19.575 / -19.663" s2=2.017 spin_multiplicity=3
W -0.02 0.34 -0.02
C 3.45 -0.88 -0.55
C 2.88 -2.15 0.06
S 1.07 -2.09 0.20
C 0.49 -2.84 -1.35
C 0.70 -2.01 -2.59
S -0.06 -0.36 -2.43
C 1.12 0.71 -3.32
C 0.78 2.15 -3.02
S 0.70 2.57 -1.23
C 2.41 3.05 -0.86
C 3.35 1.88 -0.81
S 2.63 0.55 0.21
H 3.32 -0.85 -1.63
H 4.52 -0.79 -0.33
H 3.25 -2.30 1.07
H 3.17 -3.03 -0.52
H -0.57 -3.05 -1.19
H 0.98 -3.81 -1.45
H 0.24 -2.50 -3.46
H 1.76 -1.87 -2.81
H 1.00 0.51 -4.39
H 2.13 0.45 -3.02
H -0.19 2.42 -3.43
H 1.51 2.82 -3.47
H 2.35 3.56 0.11
H 2.72 3.79 -1.60
H 4.31 2.16 -0.36
H 3.56 1.48 -1.80
N 1.11 0.10 4.17
C 0.66 0.87 3.20
O 0.35 0.35 2.10
C 0.55 2.33 3.56
I -0.04 3.58 1.97
H 1.22 -0.90 4.04
H 1.36 0.48 5.08
H 1.51 2.68 3.93
H -0.18 2.44 4.36
C -2.85 1.39 2.26
N -3.08 2.37 1.22
C -3.62 3.63 1.72
C -2.77 2.18 -0.07
N -1.78 1.33 -0.51
N -3.46 2.86 -0.99
C -4.90 3.16 -0.85
C -2.93 3.15 -2.32
H -3.76 1.29 2.86
H -2.05 1.71 2.93
H -2.61 0.43 1.83
H -3.10 3.87 2.65
H -4.69 3.56 1.93
H -3.44 4.43 1.00
H -1.98 1.16 -1.49
H -5.32 2.56 -0.05
H -5.38 2.88 -1.79
H -5.07 4.22 -0.67
H -1.85 3.30 -2.27
H -3.37 4.09 -2.66
H -3.19 2.38 -3.04
C -4.47 -2.94 0.55
N -3.28 -2.25 0.03
C -3.50 -1.55 -1.23
C -2.15 -2.13 0.72
O -1.38 -1.09 0.51
N -1.82 -3.05 1.64
C -1.04 -2.71 2.82
C -2.23 -4.46 1.57
H -5.33 -2.30 0.37
H -4.38 -3.10 1.61
H -4.64 -3.89 0.04
H -3.92 -2.26 -1.95
H -2.56 -1.16 -1.62
H -4.21 -0.74 -1.10
H -0.73 -1.67 2.76
H -0.17 -3.36 2.89
H -1.66 -2.85 3.71
H -2.60 -4.69 0.57
H -2.99 -4.69 2.31
H -1.35 -5.07 1.77

***

(2)
75
Properties=species:S:1:pos:R:3 method="wB97M-V/def2-TZVPD" charge=+3 homo_lumo_gap_ha=0.20696 lumo_energy_ev=-10.73 e_homo_ev=-16.364 spin_multiplicity=1
Al 1.50 -1.44 -0.65
P -0.80 1.81 0.69
P -1.66 -1.12 -0.84
P 2.74 0.54 -0.99
H 1.54 -2.87 -3.72
C 2.02 -2.20 -2.97
C 2.40 -2.78 -1.69
H 2.03 -3.79 -1.46
C -1.10 3.24 -0.46
C -2.31 2.02 1.73
C 0.40 2.62 1.84
C -2.16 -2.69 -1.66
C -2.76 -1.33 0.60
C -2.75 0.00 -1.83
C 4.29 0.36 -1.97
C 3.29 0.75 0.73
C 2.20 2.21 -1.55
H 2.76 -1.51 -3.42
H 3.48 -2.74 -1.48
H -1.56 4.06 0.10
H -1.76 2.91 -1.26
H -0.15 3.56 -0.90
H -2.25 2.99 2.24
H -2.34 1.24 2.50
H -3.21 1.97 1.11
H -0.15 3.25 2.55
H 1.12 3.23 1.29
H 0.93 1.84 2.40
H -3.06 -3.09 -1.15
H -1.31 -3.39 -1.57
H -2.41 -2.50 -2.72
H -3.08 -0.31 0.87
H -2.27 -1.84 1.45
H -3.67 -1.89 0.30
H -3.63 -0.57 -2.14
H -2.23 0.36 -2.74
H -3.09 0.87 -1.24
H 4.88 1.29 -1.81
H 4.05 0.26 -3.04
H 4.85 -0.52 -1.63
H 4.39 0.84 0.68
H 3.00 -0.12 1.35
H 2.84 1.67 1.13
H 3.03 2.72 -2.04
H 1.92 2.81 -0.67
H 1.35 2.14 -2.24
C -0.66 -0.14 -4.89
C -0.75 1.13 -5.47
C -1.77 1.41 -6.38
C -2.65 0.36 -6.74
C -2.52 -0.93 -6.18
C -1.49 -1.21 -5.26
S 0.75 -0.23 -3.83
H 1.72 -0.11 -4.96
H -0.03 1.87 -5.11
H -1.86 2.46 -6.68
H -3.49 0.60 -7.42
H -3.32 -1.64 -6.43
H -1.29 -2.19 -4.82
C -0.30 -1.58 3.40
O -0.32 -2.53 2.29
P 0.93 -2.60 1.22
O 2.23 -2.14 2.13
C 2.68 -2.92 3.25
O 1.15 -4.19 0.89
C 0.48 -5.28 1.55
H 0.12 -0.59 3.11
H 0.24 -1.99 4.27
H -1.35 -1.44 3.63
H 2.69 -2.25 4.10
H 2.13 -3.84 3.52
H 3.71 -3.18 3.01
H 1.22 -5.81 2.16
H -0.38 -5.01 2.16
H 0.14 -5.95 0.75

***

(3)
85
Properties=species:S:1:pos:R:3 method="wB97M-V/def2-TZVPD" homo_lumo_gap_ha=0.19749 lumo_energy_ev=-3.48 e_homo_ev=-8.849 spin_multiplicity=1
In -5.63 -16.00 -1.25
P -5.67 -17.19 -4.85
F -6.09 -18.63 -5.39
F -4.19 -17.24 -5.55
F -6.42 -16.34 -5.98
F -5.32 -15.73 -4.21
F -6.98 -17.00 -3.94
F -5.07 -17.93 -3.54
O -7.44 -14.16 0.40
C -6.69 -13.48 1.42
C -5.15 -13.12 1.28
O -4.25 -14.10 0.67
H -6.82 -14.07 2.33
H -7.19 -12.55 1.71
H -4.80 -12.82 2.27
H -5.15 -12.28 0.59
C -2.21 -16.32 -3.25
O -2.85 -15.58 -2.26
C -2.29 -14.26 -1.97
C -3.19 -13.33 -2.82
O -4.60 -13.52 -2.55
C -5.36 -12.75 -3.43
C -6.80 -12.89 -2.93
O -7.25 -14.25 -3.22
C -8.35 -14.23 -4.08
H -1.15 -16.48 -3.07
H -2.27 -15.72 -4.16
H -2.61 -17.32 -3.44
H -1.23 -14.22 -2.22
H -2.22 -14.00 -0.91
H -2.95 -13.52 -3.87
H -2.92 -12.29 -2.68
H -5.24 -13.09 -4.46
H -5.12 -11.68 -3.47
H -7.37 -12.15 -3.50
H -6.93 -12.62 -1.88
H -9.08 -13.45 -3.83
H -8.70 -15.26 -4.07
H -8.12 -13.96 -5.11
C -3.08 -19.05 -1.31
O -3.29 -17.78 -0.65
C -2.22 -17.39 0.25
C -1.59 -18.46 1.19
O -0.82 -19.46 0.52
C -0.28 -20.48 1.46
C 0.23 -21.68 0.72
O -0.66 -22.66 0.17
C 0.13 -23.56 -0.61
H -2.87 -19.95 -0.73
H -2.21 -19.01 -1.97
H -3.99 -19.17 -1.89
H -2.60 -16.55 0.82
H -1.51 -16.93 -0.44
H -2.41 -18.94 1.71
H -0.97 -17.88 1.88
H -1.14 -20.81 2.03
H 0.49 -20.04 2.09
H 0.83 -22.27 1.41
H 0.87 -21.32 -0.09
H 0.93 -24.11 -0.12
H 0.56 -23.06 -1.48
H -0.67 -24.19 -0.99
C -9.56 -15.96 -1.33
O -8.47 -16.87 -1.58
C -8.71 -18.27 -1.46
C -7.42 -19.10 -1.74
O -6.35 -18.72 -0.91
C -6.14 -19.58 0.21
C -6.08 -18.69 1.53
O -5.26 -17.57 1.29
C -4.56 -16.98 2.46
H -9.84 -16.15 -0.30
H -10.39 -16.31 -1.94
H -9.35 -14.91 -1.50
H -9.57 -18.57 -2.07
H -9.02 -18.40 -0.42
H -7.20 -19.12 -2.81
H -7.73 -20.13 -1.55
H -5.20 -20.11 0.17
H -6.93 -20.30 0.44
H -5.68 -19.29 2.35
H -7.07 -18.33 1.81
H -5.11 -16.99 3.40
H -4.08 -16.01 2.34
H -3.77 -17.71 2.62

***

(4)
72
Properties=species:S:1:pos:R:3 method="wB97M-V/def2-TZVPD" charge=+4 homo_lumo_gap_ha="0.18331 / 0.21409" lumo_energy_ev="-14.40 / -14.40" e_homo_ev="-19.387 / -20.224" s2=4.097 spin_multiplicity=4
Mn 0.65 0.99 -1.42
P 1.35 -1.00 0.34
P 2.32 0.04 -2.74
P -3.78 -0.44 3.47
H -1.03 1.25 -3.50
C -1.00 1.48 -2.43
C -0.17 2.69 -2.05
H 0.35 3.24 -2.86
C 0.70 -2.70 0.17
C 3.11 -1.43 0.67
C 0.78 -0.59 2.04
C 2.25 0.83 -4.37
C 4.07 0.30 -2.25
C 2.32 -1.75 -3.08
C -5.52 -0.12 3.75
C -2.75 0.65 4.46
C -3.30 -2.16 3.63
H -1.95 1.30 -1.91
H -0.57 3.42 -1.31
H 1.19 -3.39 0.86
H 0.86 -3.05 -0.85
H -0.38 -2.70 0.35
H 3.17 -2.15 1.49
H 3.69 -0.54 0.95
H 3.57 -1.88 -0.22
H 0.96 -1.43 2.73
H -0.29 -0.38 2.01
H 1.30 0.30 2.43
H 2.95 0.32 -5.04
H 2.51 1.90 -4.31
H 1.23 0.75 -4.77
H 4.71 -0.04 -3.07
H 4.32 -0.28 -1.35
H 4.28 1.36 -2.06
H 2.99 -1.95 -3.93
H 1.32 -2.10 -3.34
H 2.68 -2.34 -2.23
H -5.86 -0.71 4.61
H -6.11 -0.40 2.87
H -5.67 0.95 3.95
H -2.91 0.43 5.53
H -3.04 1.69 4.26
H -1.68 0.52 4.24
H -4.02 -2.65 4.30
H -2.29 -2.25 4.05
H -3.33 -2.64 2.64
C -3.15 -1.25 -0.10
C -3.53 -2.56 -0.37
C -2.90 -3.25 -1.42
C -1.87 -2.66 -2.15
C -1.45 -1.37 -1.82
C -1.98 -0.75 -0.69
S -4.02 -0.17 0.99
H -3.01 0.05 1.86
H -4.35 -2.99 0.19
H -3.17 -4.28 -1.62
H -1.42 -3.16 -3.01
H -0.71 -0.90 -2.46
H -1.59 0.18 -0.28
C 2.42 3.81 -1.11
P 1.87 2.42 -0.09
C 3.40 2.00 0.82
C 0.83 3.22 1.16
H 3.05 3.45 -1.93
H 2.99 4.50 -0.47
H 1.58 4.36 -1.54
H 3.81 2.95 1.19
H 4.14 1.53 0.16
H 3.21 1.35 1.67
H 1.39 4.06 1.59
H -0.11 3.60 0.74
H 0.59 2.50 1.95

***

(5)
72
Properties=species:S:1:pos:R:3 method="wB97M-V/def2-TZVPD" smiles=CC1(C)CCCC(C)(C)N1O.CC1(C)CCCC(C)(C)N1O.CO.CO homo_lumo_gap_ha=0.32827 lumo_energy_ev=0.58 e_homo_ev=-8.354 spin_multiplicity=1
C -3.60 -0.86 0.32
C -3.19 -2.21 -0.17
C -3.66 -3.17 0.98
C -3.79 -4.68 0.72
C -4.72 -4.87 -0.54
C -4.19 -4.04 -1.78
N -4.01 -2.62 -1.34
O -3.75 -1.76 -2.39
C -2.90 -4.76 -2.20
C -5.24 -4.17 -2.87
C -1.70 -2.31 -0.33
H -3.23 -0.48 1.27
H -4.69 -0.87 0.23
H -3.23 -0.12 -0.38
H -2.88 -3.08 1.73
H -4.56 -2.87 1.51
H -4.29 -5.06 1.61
H -2.86 -5.23 0.76
H -5.75 -4.55 -0.36
H -4.78 -5.94 -0.70
H -3.05 -5.77 -2.58
H -2.48 -4.20 -3.04
H -2.20 -4.79 -1.36
H -6.12 -3.57 -2.66
H -4.91 -3.86 -3.86
H -5.51 -5.22 -2.93
H -1.34 -3.32 -0.13
H -1.25 -1.60 0.37
H -1.52 -2.04 -1.37
H -4.57 -1.35 -2.68
C 2.03 0.99 -0.78
C 3.10 0.62 0.21
C 4.33 0.25 -0.71
C 5.12 1.37 -1.28
C 5.48 2.46 -0.24
C 4.14 2.93 0.46
N 3.42 1.81 1.06
O 2.30 2.24 1.81
C 4.72 3.81 1.60
C 3.38 3.81 -0.50
C 2.76 -0.62 1.06
H 2.41 1.57 -1.62
H 1.12 1.52 -0.51
H 1.70 0.13 -1.35
H 4.95 -0.39 -0.09
H 3.96 -0.32 -1.56
H 4.59 1.68 -2.18
H 6.04 0.86 -1.55
H 6.16 3.14 -0.76
H 6.08 2.05 0.57
H 3.86 4.08 2.21
H 5.44 3.29 2.24
H 5.18 4.74 1.26
H 3.20 3.47 -1.52
H 2.45 4.19 -0.07
H 4.01 4.68 -0.69
H 1.96 -0.41 1.77
H 3.58 -0.86 1.74
H 2.54 -1.51 0.47
H 2.49 1.98 2.72
C -1.09 1.61 1.11
O -0.49 2.88 1.09
H -2.07 1.65 0.65
H -0.44 0.95 0.53
H -1.23 1.10 2.07
H 0.47 2.89 1.14
C 0.59 5.99 2.49
O -0.31 5.64 1.48
H 0.21 5.80 3.49
H 1.58 5.56 2.38
H 0.71 7.08 2.45
H -0.46 4.69 1.48

***

(6)
74
Properties=species:S:1:pos:R:3 method="wB97M-V/def2-TZVPD" charge=+2 homo_lumo_gap_ha=0.27334 lumo_energy_ev=-5.88 e_homo_ev=-13.315 spin_multiplicity=1
Sc 0.81 -0.46 0.17
P -0.11 -2.35 -1.44
P -0.14 3.04 0.01
N 1.97 0.31 -1.42
C 1.41 -1.84 -2.49
H 2.30 -2.12 -1.89
H 1.42 -2.38 -3.44
C 1.56 -0.33 -2.71
H 2.37 -0.14 -3.47
H 0.64 0.02 -3.26
C 2.16 1.77 -1.50
H 1.98 2.24 -2.50
H 3.27 1.77 -1.46
C 1.61 2.70 -0.36
H 2.00 3.71 -0.59
H 2.15 2.42 0.56
C -0.33 3.51 1.76
C 0.28 2.48 2.73
H 1.26 2.10 2.42
H -0.40 1.62 2.89
H 0.40 2.97 3.72
C -0.82 4.39 -0.95
C -2.36 4.38 -1.04
H -2.62 5.11 -1.82
H -2.82 4.76 -0.11
H -2.81 3.42 -1.30
C -1.49 -2.35 -2.65
C -2.79 -2.96 -2.11
H -3.57 -2.85 -2.86
H -3.13 -2.42 -1.21
H -2.70 -4.02 -1.86
C 0.19 -4.10 -0.93
C -0.82 -4.57 0.12
H -0.30 -5.19 0.86
H -1.59 -5.21 -0.32
H -1.31 -3.75 0.66
C -1.25 1.61 -0.32
C -0.37 5.77 -0.46
H 0.72 5.86 -0.33
H -0.66 6.52 -1.22
H -0.89 6.04 0.49
C -1.16 -2.95 -4.02
H -2.04 -2.83 -4.68
H -0.31 -2.44 -4.51
H -0.92 -4.03 -3.99
C 0.33 -5.11 -2.06
H 0.81 -6.01 -1.65
H -0.64 -5.43 -2.46
H 0.96 -4.75 -2.89
C -1.75 3.87 2.20
H -2.46 3.11 1.86
H -1.77 3.91 3.30
H -2.06 4.85 1.86
H 0.27 4.42 1.82
H 1.17 -4.02 -0.43
H -0.38 4.19 -1.94
H -1.66 -1.26 -2.77
O -0.89 0.53 0.55
H -1.32 1.47 -1.48
H -2.38 1.74 -0.55
C 2.20 -1.43 5.13
N 2.81 -1.43 3.77
C 2.19 -1.03 2.65
S 3.00 -0.26 1.35
N 0.77 -1.02 2.57
C 0.01 -2.19 3.10
H 1.21 -0.92 5.15
H 2.93 -0.90 5.78
H 2.13 -2.48 5.51
H 3.83 -1.49 3.79
H 0.47 -0.14 3.00
H -0.51 -1.90 4.03
H -0.74 -2.49 2.36
H 0.65 -3.06 3.26